Molecular formula: C36H72O27
Method: DFT, ωB97M-V with the def2-TZVPD basis set

Structure (XYZ):
```
135
Properties=species:S:1:pos:R:3:forces:R:3:mulliken_charge:R:1
C -6.745714 0.343210 -2.968242 -0.955 1.069 0.397 -1.322
C -5.497694 -0.435980 -2.742362 -0.349 -0.399 -0.896 -0.302
O -4.544244 0.168340 -1.855612 0.376 0.616 -0.871 0.246
C -3.883584 1.279950 -2.283382 -1.480 1.301 -1.339 0.231
O -4.027814 1.907470 -3.347552 0.511 -2.003 2.358 -0.665
O -3.167544 1.664260 -1.237582 1.270 0.178 0.084 0.134
C -2.369564 2.867150 -1.278962 -0.290 0.848 0.397 -0.358
H -7.403834 -0.129350 -3.697402 0.301 -0.228 -0.192 0.417
H -6.535064 1.351480 -3.324802 -0.049 -0.007 0.046 0.293
H -7.353184 0.390320 -2.064442 0.095 0.253 0.184 0.293
H -5.085574 -0.609250 -3.736472 0.623 -0.202 0.237 0.330
H -5.827444 -1.375750 -2.299432 0.763 -0.105 0.179 0.295
H -1.372544 2.778950 -0.847372 0.057 -1.114 -0.220 0.027
H -2.829634 3.562950 -0.577322 -0.420 0.145 -0.278 0.379
H -2.277334 3.338950 -2.257222 -0.337 -0.366 -0.035 0.054
C 1.669986 3.246890 5.220588 -0.487 -0.019 -1.111 -0.911
C 0.720036 3.164700 6.364508 0.744 0.943 1.415 -0.347
O -0.566534 2.678100 5.942288 1.560 0.037 0.742 -0.262
C -0.830104 1.417730 6.240038 -0.034 -2.723 1.515 0.763
O -0.208064 0.569500 6.916548 -1.384 2.673 -2.021 -0.640
O -2.018434 1.220770 5.665468 -0.222 0.641 -0.093 -0.074
C -2.722074 0.014040 5.788248 0.373 -1.379 -0.123 -0.093
H 1.084086 3.498710 4.336618 0.059 -0.310 -0.305 0.107
H 2.084236 2.240950 5.152778 0.451 0.281 -0.673 0.282
H 2.412166 4.044780 5.245988 0.189 -0.317 0.606 0.422
H 0.566456 4.113110 6.879318 -0.383 0.141 -0.346 0.371
H 1.229496 2.553080 7.109138 -0.822 -0.481 0.172 0.303
H -2.876724 -0.309310 6.817628 -0.168 0.417 0.104 0.410
H -2.142484 -0.785120 5.326158 -0.139 -0.022 -0.129 -0.142
H -3.650644 0.122920 5.227868 0.051 0.175 0.273 -0.097
C -1.899554 1.056530 1.997038 -0.754 0.283 -0.523 0.138
C -0.675134 1.702570 2.539638 -1.350 0.376 1.128 -0.109
O 0.427286 0.885130 2.324228 2.290 -0.594 -0.136 -0.111
C 1.007176 0.814090 1.111078 -0.868 -1.323 0.080 0.251
O 0.683346 1.422930 0.136358 -0.453 1.447 -0.889 -0.149
O 1.872626 -0.165200 1.094978 0.249 -1.514 1.705 -0.470
C 2.582676 -0.558800 -0.093822 -0.670 1.254 -0.308 0.267
H -1.682564 0.881790 0.943248 -0.736 -0.178 -0.136 -0.121
H -2.716864 1.759540 2.157918 -0.219 0.123 -0.507 0.291
H -2.244094 0.154840 2.503358 0.605 -0.231 -0.010 -0.194
H -0.824054 1.764950 3.617618 0.554 0.139 -0.002 -0.292
H -0.594874 2.725960 2.173118 0.485 -0.063 -0.326 0.297
H 3.142206 0.358440 -0.277382 0.791 -0.696 -0.735 0.359
H 1.911586 -0.760890 -0.928622 -0.254 0.267 0.042 -0.185
H 3.124626 -1.490140 0.070478 0.219 0.577 0.522 -0.256
C -1.028434 0.581860 -4.298372 0.700 -0.808 0.454 -1.076
C -0.467034 0.119180 -2.931292 -2.199 0.130 -0.134 0.777
O 0.395836 -1.022980 -3.062212 1.169 1.963 -0.237 -0.099
C 0.001786 -2.253050 -3.217912 -0.658 -1.167 1.162 0.740
O -1.122934 -2.681330 -3.066662 0.621 0.038 -0.544 -0.624
O 1.135226 -2.972490 -3.389332 -0.755 -0.217 -0.010 -0.141
C 1.125016 -4.392570 -3.291902 0.788 -1.166 -0.428 -0.764
H -1.588384 1.516920 -4.283382 0.333 0.048 0.318 -0.128
H -1.740104 -0.173760 -4.631012 0.093 -0.113 -0.190 0.432
H -0.183874 0.626530 -4.986002 -0.171 0.240 -0.212 0.405
H -1.332314 -0.153730 -2.327212 -0.053 -0.432 0.170 0.080
H -0.008354 0.909820 -2.337472 0.845 -0.349 -0.460 -0.335
H 2.108966 -4.656430 -2.904182 -0.058 0.159 0.280 0.212
H 1.101856 -4.906310 -4.252952 -0.182 0.593 -0.487 0.302
H 0.381326 -4.942430 -2.715102 -0.377 1.033 0.443 0.346
C 5.144036 -3.616660 0.155488 0.078 -0.617 0.260 -0.662
C 6.639586 -3.850330 -0.184822 -1.398 0.146 -1.118 -0.296
O 7.412976 -4.441930 0.855338 0.555 0.938 1.673 -0.353
C 7.834626 -3.656570 1.921518 -0.833 2.927 -2.837 0.716
O 7.792816 -2.402630 1.838978 0.353 -3.966 1.370 -0.588
O 8.296106 -4.477450 2.846598 -0.941 -0.134 -0.073 -0.303
C 8.800786 -3.963370 4.076038 0.971 0.968 -0.509 -0.629
H 4.539606 -3.444240 -0.735042 0.387 0.126 -0.185 -0.076
H 4.941036 -2.767920 0.808588 0.494 0.084 0.048 0.325
H 4.682866 -4.481630 0.632198 0.222 -0.208 0.126 0.386
H 6.962646 -2.953960 -0.714212 0.874 0.463 1.031 0.334
H 6.769726 -4.568220 -0.994632 -0.487 -0.456 0.172 0.274
H 9.016436 -4.805770 4.733268 -0.192 0.117 -0.231 0.219
H 8.181746 -3.200840 4.548718 -0.414 -0.325 -0.145 0.298
H 9.714256 -3.449940 3.775888 0.302 -0.027 0.548 0.310
C -1.913024 4.068430 -5.302022 -0.355 0.596 0.067 -1.062
C -0.410564 4.213050 -5.298742 0.924 -1.114 -0.529 -0.150
O 0.117126 4.637390 -4.037352 -0.914 0.583 -0.568 -0.412
C 0.891416 3.843720 -3.338142 2.060 -3.811 -1.956 0.890
O 1.372646 2.714760 -3.673712 -1.878 3.432 0.896 -0.582
O 1.167336 4.485240 -2.255962 0.855 0.433 1.894 -0.400
C 1.942656 3.868150 -1.215912 -0.348 -0.514 1.066 -0.374
H -2.465414 5.005930 -5.365632 0.354 0.339 -0.204 0.358
H -2.322554 3.644380 -4.385202 0.290 -0.567 -0.175 0.099
H -2.201444 3.489290 -6.179242 -0.084 -0.208 0.186 0.357
H -0.000464 4.836670 -6.093112 -0.378 0.729 0.287 0.397
H 0.101866 3.280600 -5.535502 -0.409 -0.447 0.238 0.143
H 1.266896 3.733250 -0.371372 -0.021 0.302 0.023 0.143
H 2.765056 4.507100 -0.894232 -0.123 0.166 -0.474 0.411
H 2.290446 2.848500 -1.381632 -0.003 0.254 -0.850 0.067
C 4.786866 1.569070 -4.278692 0.049 -0.567 0.185 -1.442
C 3.708506 0.586390 -3.822992 0.343 1.244 0.704 1.301
O 3.985566 -0.719490 -4.316312 -0.952 0.027 -1.423 -0.367
C 4.566026 -1.634190 -3.599032 0.588 -0.219 3.106 0.864
O 4.982856 -1.462960 -2.434372 -0.667 -0.896 -2.615 -0.591
O 4.561756 -2.791760 -4.297682 -0.076 0.889 -0.401 -0.362
C 5.081826 -3.963050 -3.696192 0.071 0.229 1.115 -0.231
H 4.514116 2.005110 -5.239722 0.083 0.216 0.157 0.338
H 5.727706 1.035600 -4.414092 0.103 0.094 0.127 0.406
H 4.917646 2.313060 -3.492892 0.043 0.247 -0.324 0.326
H 2.763536 1.002100 -4.172722 -0.154 -0.989 -0.376 -0.206
H 3.605656 0.596720 -2.737902 0.317 -0.418 0.023 -0.328
H 6.169166 -3.920580 -3.633052 0.022 -0.072 -0.166 0.316
H 4.743886 -4.844100 -4.241752 0.029 0.359 -0.225 0.319
H 4.696566 -4.005030 -2.677412 0.086 -0.251 0.014 -0.194
C -5.653404 -0.045650 1.288398 -0.119 0.374 0.030 -0.402
C -5.381554 0.022490 2.765628 -1.179 -0.881 0.181 -0.738
O -5.295614 1.373060 3.212928 -1.470 1.712 1.152 -0.044
C -6.517864 2.088710 3.488458 0.677 -0.740 -0.791 0.608
O -7.645814 1.654060 3.324768 2.740 1.031 0.550 -0.541
O -6.241694 3.379520 3.897088 -0.665 -1.270 -0.891 -0.338
C -4.912584 3.813180 4.188918 0.944 -0.854 1.328 -0.351
H -4.761664 0.078010 0.673898 -0.063 -0.245 0.007 -0.249
H -6.320184 0.786950 1.064138 -0.166 -0.118 -0.223 0.362
H -6.196294 -0.973570 1.108548 0.244 -0.040 -0.454 0.338
H -4.531174 -0.590780 3.063708 0.654 0.797 0.023 0.232
H -6.184394 -0.503990 3.281728 -0.417 0.404 0.143 0.596
H -4.908344 4.656470 4.879528 -0.824 0.150 -0.233 0.333
H -4.239264 4.089000 3.377338 -0.599 -0.321 -0.559 0.210
H -4.445744 3.022310 4.776028 0.341 -0.052 -0.240 0.065
C -3.481154 -3.021330 -0.532572 1.195 -0.849 -0.086 -0.838
C -2.089014 -3.431570 0.076148 -0.694 0.347 -0.976 0.184
O -2.084414 -3.059820 1.447778 -1.326 0.760 0.623 -0.278
C -0.961004 -3.043760 2.116238 1.793 -0.247 0.373 0.821
O 0.054726 -3.607450 1.777588 -0.180 0.336 0.267 -0.634
O -1.118724 -2.302190 3.230008 -1.018 0.599 0.030 -0.277
C -0.072824 -2.092770 4.174268 1.001 -0.739 0.200 -0.708
H -4.238444 -3.805150 -0.547862 -0.005 -0.032 0.700 0.466
H -3.319254 -2.849040 -1.596622 0.173 0.393 0.019 0.286
H -3.825404 -2.110760 -0.042212 -0.071 -0.108 -0.117 0.025
H -1.343074 -2.846580 -0.461872 0.179 0.011 0.175 -0.305
H -1.791914 -4.477220 -0.004122 -0.353 -0.056 -0.158 0.381
H 0.707086 -1.409440 3.838268 0.009 -0.287 -0.620 0.160
H 0.333326 -3.064280 4.455888 0.336 0.080 -0.160 0.382
H -0.400894 -1.634800 5.107398 -0.849 -0.113 -0.332 0.274
```
Forces are in eV/Å.

Calculated values
* structure (SMILES): CCOC(=O)OC.CCOC(=O)OC.CCOC(=O)OC.CCOC(=O)OC.CCOC(=O)OC.CCOC(=O)OC.CCOC(=O)OC.CCOC(=O)OC.CCOC(=O)OC
* HOMO energy: -10.50 eV
* ΔE to the lowest compared entry with this formula, charge and spin: 400.7 kJ/mol


Molecular formula: C52H46O4P3RuSTe
Method: DFT, ωB97M-V with the def2-TZVPD basis set

Structure (XYZ):
```
108
Properties=species:S:1:pos:R:3:forces:R:3:mulliken_charge:R:1
Ru 0.123923 -0.576664 -0.248419 0.225 -0.892 -0.150 -0.927
O -0.932524 1.933978 -1.439450 0.025 0.143 0.068 -0.658
S -0.025681 1.736228 -0.299512 -0.077 0.323 -0.011 2.113
C -0.775011 2.293309 1.191385 -0.023 0.014 0.048 0.591
C -0.110268 3.154488 2.053780 -0.010 -0.027 -0.041 0.339
C -0.754694 3.797322 3.119834 -0.028 -0.004 -0.013 -1.249
C -2.104965 3.597290 3.276498 0.055 -0.012 -0.007 0.295
C -3.094269 4.192164 4.237896 -0.011 0.029 0.018 -0.710
C -4.437189 3.483395 3.923445 -0.010 -0.001 0.031 -0.728
C -4.126756 2.559597 2.778181 -0.013 -0.021 -0.042 0.149
C -4.907102 1.665715 2.089557 0.017 0.010 0.030 -1.192
C -4.288278 0.861164 1.121416 0.018 -0.021 -0.011 0.359
C -2.949916 0.980863 0.765521 -0.038 -0.009 -0.041 0.057
P -2.268529 -0.302008 -0.283587 -0.359 0.108 0.102 2.210
C -2.913817 -1.824570 0.424205 -0.004 -0.039 -0.067 1.195
C -3.921468 -2.540885 -0.220210 0.022 0.012 0.004 -0.377
C -4.540356 -3.590185 0.443774 0.024 -0.055 -0.015 -0.818
C -4.132226 -3.946222 1.721075 -0.003 -0.022 -0.014 -0.627
C -3.104067 -3.251509 2.352000 0.005 -0.004 0.002 -0.738
C -2.501334 -2.186874 1.708998 0.032 0.024 0.021 -0.920
C -2.787195 -0.192970 -1.986071 -0.019 -0.054 0.009 0.424
C -3.668295 0.790842 -2.427031 0.029 0.034 -0.005 -0.921
C -4.040255 0.819706 -3.761045 -0.003 0.009 0.004 -0.770
C -3.524211 -0.113575 -4.651724 0.004 -0.010 0.001 -0.678
C -2.634176 -1.087318 -4.214900 -0.012 0.018 -0.001 -0.727
C -2.267041 -1.130491 -2.881184 0.025 -0.053 -0.025 -0.202
C -2.145850 1.955332 1.409559 0.066 -0.011 0.050 -2.251
C -2.766111 2.679525 2.437291 -0.017 0.000 -0.026 1.035
C 1.345523 2.818027 -0.477911 0.074 -0.007 -0.217 -0.514
C 0.934754 4.113750 -0.764096 -0.048 -0.023 -0.017 -0.184
C 1.833295 5.169524 -0.945429 0.051 -0.025 0.062 -1.348
C 3.173424 4.897977 -0.818516 -0.065 -0.014 -0.045 0.743
C 4.375083 5.792178 -0.931472 0.010 0.030 0.028 -0.848
C 5.591355 4.852595 -0.737997 0.022 0.020 0.015 -0.834
C 4.995296 3.489311 -0.525526 0.029 -0.064 -0.012 -0.051
C 5.582894 2.265473 -0.334992 -0.037 0.051 0.007 -1.050
C 4.744660 1.149116 -0.211193 -0.013 -0.008 -0.019 0.262
C 3.357601 1.214850 -0.253852 -0.008 -0.023 -0.006 -0.492
P 2.495884 -0.344363 -0.063509 0.280 0.298 0.340 2.099
C 3.416157 -1.516384 -1.071392 -0.104 -0.076 -0.011 0.950
C 3.640396 -2.822080 -0.634045 0.011 -0.103 -0.060 -0.610
C 4.363712 -3.702905 -1.430129 -0.052 0.053 0.003 -0.546
C 4.845675 -3.286858 -2.668316 -0.042 -0.067 0.056 -0.841
C 4.593082 -1.996903 -3.118309 -0.010 0.075 0.003 -0.649
C 3.880796 -1.111453 -2.325089 0.010 0.022 -0.022 -0.764
C 2.604310 -0.807182 1.683853 0.124 -0.021 -0.085 1.165
C 3.759111 -1.359491 2.240258 -0.007 -0.021 0.032 -0.454
C 3.820157 -1.602979 3.602855 0.006 -0.023 -0.015 -0.839
C 2.737281 -1.299678 4.419888 -0.028 0.010 0.004 -0.838
C 1.587609 -0.743171 3.877284 0.024 -0.035 0.022 -0.826
C 1.526862 -0.495290 2.514189 -0.121 -0.002 -0.034 0.368
C 2.722986 2.476141 -0.418331 -0.026 -0.021 0.073 -1.233
C 3.589436 3.575889 -0.567338 0.005 -0.003 -0.025 0.905
H 0.937076 3.364881 1.888235 0.018 0.028 -0.027 0.681
H -0.194432 4.465609 3.759039 0.005 0.003 0.004 0.561
H -3.159315 5.271148 4.086796 -0.001 -0.002 0.008 0.309
H -2.777218 4.044198 5.270760 -0.003 -0.006 -0.002 0.346
H -5.223937 4.188762 3.654362 0.009 0.006 -0.003 0.351
H -4.806608 2.918205 4.780275 -0.008 0.007 -0.004 0.319
H -5.958143 1.533199 2.307272 -0.004 0.002 -0.004 0.510
H -4.885863 0.088484 0.650714 -0.004 -0.001 -0.012 0.633
H -4.242541 -2.262571 -1.215877 -0.013 0.002 0.013 0.525
H -5.350867 -4.123524 -0.034514 0.001 -0.013 -0.009 0.547
H -4.623493 -4.762261 2.234428 -0.003 -0.001 0.005 0.464
H -2.796520 -3.527634 3.351732 0.001 0.000 0.006 0.514
H -1.729922 -1.617241 2.219779 -0.005 -0.010 -0.008 0.246
H -4.051838 1.533380 -1.739362 -0.001 -0.006 0.008 0.430
H -4.730724 1.575405 -4.109656 -0.004 -0.001 0.000 0.478
H -3.817645 -0.080650 -5.692191 0.003 0.000 -0.007 0.439
H -2.232782 -1.808804 -4.913783 -0.007 -0.002 -0.004 0.465
H -1.586931 -1.904471 -2.535276 -0.034 0.000 0.011 0.038
H -0.125608 4.317566 -0.854122 -0.009 -0.010 0.007 0.664
H 1.462554 6.160289 -1.168386 -0.005 0.006 -0.001 0.497
H 4.339892 6.574442 -0.171735 -0.002 0.007 -0.012 0.343
H 4.389704 6.298778 -1.897012 0.010 -0.008 -0.005 0.360
H 6.200067 5.143120 0.119243 0.004 0.001 -0.007 0.331
H 6.254040 4.853546 -1.604029 -0.005 -0.001 -0.003 0.329
H 6.656482 2.140822 -0.299709 0.004 0.001 0.008 0.546
H 5.218437 0.181152 -0.097862 -0.001 -0.009 0.010 0.511
H 3.278053 -3.149828 0.331326 -0.035 -0.018 -0.014 0.169
H 4.564441 -4.705802 -1.076399 -0.011 0.002 -0.012 0.477
H 5.420468 -3.969960 -3.279621 0.007 -0.003 -0.003 0.447
H 4.963886 -1.676206 -4.082389 0.004 0.008 -0.003 0.485
H 3.704683 -0.102038 -2.675612 0.000 0.004 -0.007 0.481
H 4.612636 -1.598278 1.618214 -0.002 0.025 0.007 0.379
H 4.718872 -2.026076 4.031271 0.000 0.002 0.004 0.503
H 2.794753 -1.488823 5.483374 0.001 -0.005 0.001 0.470
H 0.749662 -0.492550 4.513677 -0.007 0.002 0.004 0.555
H 0.626544 -0.010010 2.123672 0.055 -0.018 0.005 -0.421
C -2.793819 -6.267130 -1.489864 -0.004 0.023 0.011 -1.195
C -1.387231 -5.833410 -1.789739 -0.015 -0.041 -0.006 -0.299
O -1.170503 -4.491094 -1.203611 0.028 0.081 -0.034 0.504
P 0.286507 -3.932740 -1.065173 0.065 -0.256 0.016 -1.427
O 0.164517 -2.594056 -0.338526 0.003 0.400 -0.024 0.656
Te 1.293729 -3.825271 -3.257445 0.034 0.061 0.070 0.197
O 1.154370 -4.940667 -0.245808 -0.041 0.126 -0.030 -0.197
C 0.738478 -5.445371 1.078170 -0.018 -0.026 0.002 -0.173
C 1.521665 -4.759132 2.165207 0.027 0.017 -0.009 -0.963
H -2.946713 -7.258822 -1.915776 -0.016 -0.001 -0.002 0.481
H -3.517474 -5.587773 -1.936581 -0.014 0.019 0.000 0.274
H -2.968599 -6.325710 -0.416743 0.001 0.009 0.021 0.262
H -1.208021 -5.751549 -2.861729 -0.005 0.004 0.006 0.286
H -0.650134 -6.511463 -1.359046 -0.001 0.006 -0.003 0.351
H 0.945078 -6.511835 1.034197 -0.013 0.005 0.012 0.441
H -0.337227 -5.295781 1.183717 0.003 0.019 0.005 0.158
H 2.587733 -4.960836 2.063866 0.007 0.003 -0.002 0.345
H 1.198462 -5.143620 3.133032 0.010 -0.004 0.005 0.499
H 1.355244 -3.681139 2.150754 -0.016 0.052 0.015 -0.030
```
Forces are in eV/Å.

Calculated values
* 2S+1: 5
* HOMO energy (alpha / beta): -15.19 / -15.22 eV
* ΔE to the lowest compared entry with this formula, charge and spin: 35.2 kJ/mol
* ⟨S²⟩: 6.021
* net charge: +3


Molecular formula: C3H4N2O
Method: DFT, ωB97M-V with the def2-TZVPD basis set

Structure (XYZ):
```
10
Properties=species:S:1:pos:R:3:forces:R:3:nbo_charge:R:1
O -1.084944 -1.919900 -0.472271 0.147 0.045 -0.387 -0.649
C -0.670372 -0.724714 0.004886 0.457 0.353 -0.171 0.420
C 0.067692 0.058012 -0.854709 -0.223 0.680 0.250 -0.308
N 0.691058 0.944437 -0.002978 -0.267 0.564 0.195 -0.509
C 0.230902 0.691459 1.237642 0.169 0.220 0.283 0.191
N -0.630317 -0.312691 1.286846 0.465 -0.185 -0.229 -0.479
H -0.388082 -1.878453 -1.167783 -1.194 -1.547 0.020 0.491
H -0.225637 0.316333 -1.861647 0.634 -0.274 -0.195 0.226
H 1.437273 1.567398 -0.257352 -0.184 0.206 0.137 0.419
H 0.572426 1.258119 2.087366 -0.004 -0.062 0.096 0.197
```
Forces are in eV/Å.

Calculated values
* structure (SMILES): Oc1c[nH]cn1
* HOMO energy: -8.43 eV
* ΔE to the lowest compared entry with this formula, charge and spin: 149.9 kJ/mol